1.
This record from the OMol25 dataset describes a molecular structure, C34H55BrN4O3SiSn. The level of theory is ωB97M-V/def2-TZVPD.

## Properties
Orbital gap   3.5 eV

Structure (ORCA input):
```
! RIJCOSX wB97M-V def2-TZVPD def2/J DEFGRID3
* xyz -2 1
H -2.853 1.205 6.629
C 4.100 -3.598 -1.178
N -1.085 1.918 2.907
H -1.498 5.946 -2.966
H 2.151 8.561 -1.837
H -8.275 1.947 -3.853
C -0.789 5.150 -2.708
N -1.236 3.959 -2.633
C 4.041 3.277 -1.410
H 1.232 -1.940 -2.206
H 2.112 -5.839 0.556
H 1.631 -3.686 -2.349
C 1.267 -5.460 -0.024
H 4.493 -4.385 3.095
H 4.120 7.006 -1.724
H 2.838 -0.380 -1.261
Sn 0.288 1.900 -1.830
H 0.483 -6.227 -0.006
H 1.590 -5.348 -1.059
C 0.702 -4.149 0.542
C -4.535 2.498 -2.961
H -2.893 2.233 5.184
H -3.641 -2.895 2.285
H -0.023 -0.217 -3.544
O 4.112 4.514 -2.115
H 4.032 -0.923 1.927
C 3.612 -1.143 -1.168
C 0.777 6.957 -2.240
C 0.143 -4.436 1.942
H -4.505 0.454 -2.409
C 3.775 -4.353 2.265
C 2.037 -2.676 -2.243
H -1.270 -4.500 -0.257
C 1.697 4.698 -2.433
C 2.987 -2.543 -1.040
H -2.474 -2.553 3.571
C 2.966 5.281 -2.138
H -4.833 4.510 -3.579
C -2.912 -2.167 2.647
H -4.389 -0.899 3.589
H -2.621 -0.818 5.164
H 3.725 -4.623 -1.114
C -2.230 0.948 1.055
H 5.040 -2.179 1.204
C -5.310 3.547 -3.452
H 2.101 -1.572 3.451
C -3.116 1.237 5.568
H 5.064 3.049 -1.100
H -0.995 2.011 3.916
H -0.226 -3.621 -1.381
Br 0.899 -0.852 0.969
H -4.192 1.079 5.475
H 0.884 -4.891 2.600
H 4.972 -2.010 2.959
H 4.301 -4.669 1.363
H -0.923 -2.782 -0.010
H -3.250 1.263 0.827
C -7.231 2.100 -3.604
H -4.008 -0.456 1.942
H -1.554 1.603 0.515
H 1.147 0.971 -4.243
N -2.645 0.196 3.367
H 3.001 -5.092 2.478
C -2.355 0.171 4.782
H 4.301 -0.893 -0.363
C 0.583 5.586 -2.437
O -2.530 1.701 -1.984
H 2.598 -2.442 -3.152
C -1.941 1.048 2.526
H -6.910 0.068 -2.990
H -1.277 0.279 4.936
H 3.405 3.367 -0.525
H 1.664 -3.260 3.694
O 1.619 3.444 -2.719
C -6.646 3.351 -3.768
H -0.695 -5.139 1.856
N -2.579 3.836 -2.937
C -3.566 -0.807 2.871
H 3.645 2.479 -2.035
C 3.121 6.635 -1.932
H -7.238 4.177 -4.147
H 4.569 -3.480 -2.161
H -2.095 -0.065 0.673
C -6.464 1.049 -3.118
C 0.714 0.564 -3.324
Si 2.034 -2.750 0.607
H 3.218 -2.667 4.282
C -3.071 2.659 -2.581
C -0.492 -3.730 -0.332
H -0.093 7.606 -2.284
C 2.025 7.496 -1.993
C 4.378 -1.952 2.038
C -5.128 1.250 -2.796
C 3.202 -2.932 2.145
C 2.490 -2.590 3.464
H -2.113 -2.081 1.910
H 4.167 -1.105 -2.112
H 4.885 -3.477 -0.430
H -0.232 -3.529 2.420
*
```


2.
This record from the OMol25 dataset describes a molecular structure, C11H18Cl2LuN2. The level of theory is ωB97M-V/def2-TZVPD.

## Properties
Orbital gap (alpha / beta)   3.6 / 3.6 eV

Structure (ORCA input):
```
! RIJCOSX wB97M-V def2-TZVPD def2/J DEFGRID3
* xyz -1 1
H -2.077 -1.311 -3.134
H 0.203 -1.097 -2.367
H 0.175 2.088 2.087
N -0.756 -0.793 2.705
H -3.482 -0.382 -1.303
C 0.617 1.275 2.679
H -2.260 1.039 0.468
H 0.069 0.020 -3.698
C 0.147 0.960 -1.753
H 1.708 1.373 2.628
H -2.730 1.853 -1.005
H 4.596 -1.525 0.882
H 0.283 1.357 3.722
N 0.685 -0.668 1.057
Cl 2.855 2.517 -0.085
Cl 2.788 -1.526 -1.993
H -1.623 -2.727 2.213
C -2.046 1.087 -0.607
C -0.020 -1.877 0.934
H 4.563 0.104 1.703
H 0.212 -2.581 0.146
Lu 2.435 0.106 -0.220
C -0.614 1.480 -0.845
C 0.204 -0.040 2.138
H -0.248 2.290 -0.205
C -0.289 -0.158 -2.674
H -1.991 -1.066 -0.656
C -0.917 -1.957 1.959
C -1.814 -0.350 -2.680
H 1.141 1.397 -1.985
H -1.268 -0.532 3.543
C 4.105 -0.535 0.921
H -2.258 0.434 -3.305
C -2.395 -0.252 -1.271
*
```


3.
This record from the OMol25 dataset describes 7 unconnected molecules or ions with the total composition C71H163F2N2O6P4S2. The level of theory is ωB97M-V/def2-TZVPD.

## Properties
Orbital gap   6.7 eV

Structure (ORCA input):
```
! RIJCOSX wB97M-V def2-TZVPD def2/J DEFGRID3
* xyz 3 1
C 1.399 5.743 -0.402
H 3.510 -1.602 0.181
C 2.629 0.134 5.190
H -9.681 -8.217 1.459
H 0.777 0.652 2.689
C 2.240 3.138 -4.564
H 3.828 1.255 -1.827
C -4.184 -2.078 3.179
H -2.892 -0.876 -8.452
H -0.943 6.985 -1.528
S 4.156 4.651 3.238
C -4.958 -5.602 2.124
H -8.696 -6.829 6.385
H -2.937 -0.283 4.687
H -6.464 -2.656 -4.215
H -2.929 -7.798 5.079
H -3.765 -8.096 2.680
C 5.525 -3.261 3.669
C -5.259 -0.847 -6.324
C -3.923 2.242 -6.516
C -5.791 -2.285 -6.256
H 4.481 -1.599 2.860
H -0.549 -1.369 -8.977
C 1.699 8.905 1.103
H 5.734 1.366 1.278
H 7.212 -4.025 10.625
H 10.023 -0.195 4.352
O 1.886 2.649 0.258
C 5.498 2.058 -0.766
H 7.701 0.200 4.772
C -3.742 3.523 -9.432
C 1.937 4.212 -3.509
C 0.892 6.544 0.813
H 4.642 -3.826 3.998
H -8.319 -6.568 2.386
H -7.236 -3.583 -5.383
H -0.128 3.506 -3.199
H -0.962 7.343 -5.143
C -2.026 1.390 -4.433
H 6.113 -4.105 3.283
C -3.997 -5.997 3.270
H 8.367 -5.403 10.302
H -1.827 0.433 3.573
C -1.019 -0.468 -9.371
H -8.321 -3.692 2.255
C -5.068 -2.626 2.027
H 8.586 -1.928 5.659
H -9.772 -5.738 1.779
C -2.318 -0.508 3.813
C 9.386 0.961 2.697
H 6.469 2.517 -0.951
N 5.421 4.319 2.443
H -4.299 4.041 -10.212
H -0.539 3.965 0.632
H 7.244 -0.538 3.231
H -4.705 2.611 -5.846
H 7.000 -4.809 5.888
H -2.468 7.259 -6.006
C -3.163 -7.244 2.988
C -8.851 -6.240 1.486
C 3.971 -1.741 6.488
H -2.535 -6.926 2.151
O 3.981 6.033 3.603
H 4.561 0.455 0.399
F 3.047 4.546 2.065
O 6.331 4.322 4.957
H 4.144 -2.099 7.499
H -3.061 5.170 -8.243
H -2.439 3.141 -1.669
H -1.585 -6.750 4.493
C -7.547 -4.039 1.568
H 0.170 0.589 -0.401
H 6.327 -3.003 8.314
H -6.135 -2.526 -7.263
H -0.297 0.354 -9.319
H -6.847 -3.229 4.474
H -4.613 4.581 -7.757
P 6.337 -2.656 5.178
H -0.232 0.988 -3.306
H -6.599 -5.563 5.796
H -1.955 4.693 -3.264
C 2.957 -0.597 6.484
H 8.520 -2.750 4.176
H -7.379 -3.180 0.914
O 5.616 0.568 -2.524
H -3.609 -2.905 3.601
C -9.335 -6.174 5.786
C 7.864 -4.519 9.908
H 0.966 2.806 -2.070
H -1.874 4.947 -0.119
H -3.385 -1.356 -5.297
H 3.939 -3.029 -0.704
H -3.352 -5.145 3.502
C -8.555 -5.146 4.965
C 7.976 -2.001 4.756
H -0.212 1.916 1.808
H 3.327 0.221 7.111
C -1.525 -0.554 -2.723
H 6.271 -5.467 8.813
C 6.983 -3.635 7.705
C -2.083 5.716 -2.895
P 0.141 4.935 -1.385
H -2.536 -0.878 -2.985
H 2.009 -0.940 6.906
C 1.961 7.437 1.437
C 4.562 -3.180 1.352
H 1.167 -0.587 0.541
H -9.043 -5.012 3.997
C -3.295 -0.922 2.711
H -4.924 -2.935 -6.106
C 7.159 -4.867 8.602
C -1.309 -0.635 -10.890
H -0.401 -0.286 -11.377
C 5.293 -1.296 5.809
C -2.202 -0.026 -8.503
C 3.529 3.521 -5.317
H 3.621 -3.581 1.751
H -2.748 0.790 -8.978
C -1.107 4.187 -0.274
H 1.781 0.109 -0.940
H 3.531 -2.520 5.854
H 2.689 1.026 1.263
H 5.369 -4.391 6.487
H -1.506 0.002 -1.789
H 2.143 5.026 -0.046
H -1.048 -2.616 -2.058
H 5.101 -4.083 1.061
C -1.739 0.340 -7.086
H -2.931 7.613 -3.553
C -3.627 4.247 -8.102
H 2.868 4.270 -2.938
H 1.395 3.112 -5.257
H -2.737 3.995 -6.122
H -9.982 -5.621 6.461
C -0.767 6.228 -2.294
H -0.996 2.247 -1.216
H -0.505 -0.157 -4.573
H 0.354 -1.706 -2.512
S 6.295 3.647 3.693
H -4.546 2.362 1.161
C 4.283 -2.366 0.093
H -0.060 6.583 -3.047
C 6.390 -4.030 6.351
H 9.096 1.788 3.344
H 5.232 -1.937 -0.235
C -7.944 -5.284 0.736
C 0.781 1.563 2.086
H -4.373 -5.382 1.229
H -1.602 -1.646 -11.148
H 3.425 4.454 -5.866
H -1.624 5.733 -5.644
H 10.396 1.142 2.329
H -1.650 -1.331 4.053
C -2.655 2.110 0.104
C -3.866 2.929 0.520
C -1.854 6.731 -5.276
C 0.771 3.735 -2.613
H -6.088 -0.203 -6.011
H 8.735 0.928 1.821
H 4.619 0.222 -4.361
H -5.767 -1.856 1.704
O 3.675 3.647 4.163
H 6.188 0.137 0.035
H 2.389 2.170 -4.088
H -1.455 2.240 -4.822
C -4.111 -0.532 -5.340
C -6.332 -4.168 4.243
H 5.155 3.407 0.774
H -2.101 1.870 1.017
H 5.078 4.103 -0.714
H 3.871 2.693 -5.940
H -5.593 -6.472 1.949
H 4.388 3.652 -4.652
H 0.761 9.332 1.457
H 6.115 -1.916 2.138
O 6.369 2.208 3.695
H -5.375 -4.002 4.746
H -4.518 -6.145 4.221
H -2.770 3.301 -9.879
C 7.927 -0.606 4.077
H 1.224 2.333 2.725
H -4.269 2.571 -9.308
H -9.837 -6.913 5.160
H -7.044 -5.733 0.305
H -4.461 3.271 -0.332
C -9.206 -7.542 0.749
P -5.976 -4.133 2.469
H -3.658 6.243 -4.141
H -1.614 -8.368 4.076
H 2.014 -0.429 4.484
H 5.866 -0.841 6.622
C -0.701 -1.851 -2.752
N 4.788 3.284 -0.183
H -8.677 -4.152 5.404
C -3.020 3.414 -6.997
H 4.717 2.433 -2.820
C 5.524 0.962 0.284
H -3.974 -0.121 2.411
C 1.731 1.436 0.897
H -0.010 7.052 0.453
H 3.747 3.260 -0.148
H 2.156 1.088 5.415
H -2.805 5.592 -2.086
C -6.886 -2.562 -5.219
P -3.003 0.818 -5.881
C 4.822 1.660 -2.053
H -4.365 -0.314 -4.303
H 5.180 -0.594 4.985
H 3.546 0.421 4.665
H 9.639 -1.120 2.817
C 9.340 -0.334 3.514
F 7.723 3.956 3.078
H -4.871 -1.710 3.946
H 1.881 6.498 -1.037
H -8.410 -4.943 -0.194
H -6.882 -6.280 4.179
H 2.480 9.541 1.531
H -0.759 -2.270 -3.759
H -4.574 1.802 -7.282
H 2.940 7.130 1.057
H -9.955 -7.353 -0.022
H -7.715 -1.861 -5.257
C -7.052 -5.411 4.818
H 7.935 -3.112 7.625
H -2.916 1.163 -0.370
H -8.369 -8.054 0.276
C 1.176 0.334 -0.056
H -3.625 3.820 1.103
C -2.650 6.646 -3.977
H 6.029 1.310 -4.435
H 8.715 -3.857 9.720
H 0.509 5.849 1.567
H 7.804 -5.556 8.041
H -0.981 1.120 -7.174
H -2.108 3.033 -7.473
H -2.048 0.108 -11.198
H -4.372 -2.849 1.214
H 6.221 -0.422 -4.176
H 2.125 7.301 2.505
H -2.803 1.838 -3.805
H -2.756 -1.315 1.843
C -1.759 2.933 -0.834
H -5.003 -0.497 -7.323
C 5.175 -2.351 2.482
C 5.602 0.440 -3.927
H -1.332 -0.541 -6.579
C -2.300 -7.531 4.231
H 1.771 9.161 0.040
H 1.714 5.241 -3.792
C -1.023 0.430 -3.812
*
```


The strongest force on any atom results, record by record, are as follows: 0.31 3.03 7.06 eV/Å.
The total energy results, record by record, are as follows: -4851.100070 -2695.463764 -5724.674621 hartree.
The ΔE to the lowest compared entry with this formula, charge and spin results, record by record, are as follows: 13.0 0.9 0.0 kcal per mole.